C21H45N2OP3STb as an isolated structure at a distorted geometry, computed with wB97M-V/def2-TZVPD.

As for the total energy: -3257.72149 Ha. The expectation value of S² is 12.677. The HOMO energy (spin up / spin down) is -16.833 / -16.841 eV. The value obtained for the LUMO energy (spin up / spin down) is -9.32 / -8.96 eV.

```
! wB97M-V def2-TZVPD RIJCOSX def2/J DEFGRID3
* xyz 3 7
Tb -0.21 0.32 -0.27
P 1.95 1.12 1.42
P -0.81 2.77 -1.26
P 2.03 -0.21 -1.94
H -1.19 -4.04 0.80
C -0.23 -4.56 0.83
C 0.73 -4.18 1.69
H 0.58 -3.34 2.38
C 1.40 1.40 3.14
C 2.66 2.76 0.99
C 3.43 0.08 1.71
C -2.32 2.66 -2.31
C -1.35 3.95 0.03
C 0.27 3.80 -2.32
C 2.77 -1.84 -1.53
C 3.52 0.85 -2.05
C 1.70 -0.45 -3.72
H -0.08 -5.38 0.13
H 1.71 -4.69 1.73
H 1.22 0.44 3.63
H 0.46 1.96 3.15
H 2.16 1.97 3.70
H 1.84 3.48 0.82
H 3.25 2.71 0.08
H 3.29 3.13 1.82
H 3.10 -0.92 2.02
H 4.06 0.52 2.50
H 4.03 -0.04 0.80
H -2.61 3.67 -2.63
H -3.14 2.20 -1.74
H -2.12 2.03 -3.19
H -2.01 4.71 -0.40
H -0.48 4.43 0.49
H -1.90 3.41 0.82
H -0.32 4.58 -2.82
H 0.75 3.16 -3.07
H 1.06 4.27 -1.71
H 3.16 -2.29 -2.45
H 2.02 -2.51 -1.09
H 3.59 -1.72 -0.81
H 4.11 0.51 -2.91
H 4.13 0.80 -1.14
H 3.21 1.89 -2.21
H 2.63 -0.79 -4.19
H 1.39 0.51 -4.17
H 0.91 -1.19 -3.88
C -2.07 -1.40 -2.58
C -3.04 -0.81 -3.38
C -3.11 -1.21 -4.72
C -2.31 -2.26 -5.19
C -1.43 -2.92 -4.31
C -1.37 -2.55 -2.97
O -1.51 -0.64 -1.53
H -2.07 -0.63 -0.54
H -3.67 -0.02 -2.98
H -3.78 -0.68 -5.40
H -2.34 -2.55 -6.24
H -0.79 -3.72 -4.68
H -0.76 -3.08 -2.25
S -2.44 0.02 1.21
C -2.00 -0.33 2.90
N -1.78 -1.58 3.31
C -1.49 -1.98 4.69
C -1.89 -0.88 5.66
C -1.48 0.49 5.18
N -1.94 0.67 3.79
H -1.83 -2.29 2.58
H -0.42 -2.21 4.78
H -2.06 -2.89 4.89
H -1.43 -1.08 6.64
H -2.97 -0.90 5.81
H -0.39 0.61 5.23
H -1.94 1.27 5.78
H -2.05 1.61 3.42
*
```

C21H45NO2SbSi2TeZr as an isolated structure, computed with wB97M-V/def2-TZVPD.

As for the total energy: -2165.82787 Ha. The HOMO energy is -17.430 eV. The value obtained for the LUMO energy is -10.07 eV.

```
! wB97M-V def2-TZVPD RIJCOSX def2/J DEFGRID3
* xyz 3 1
Zr -0.36 0.80 0.70
O -1.04 2.93 0.85
C -1.89 3.52 1.91
C -1.05 3.90 3.10
C -0.36 2.70 3.78
C 1.02 2.32 3.29
C 2.13 2.77 4.00
C 3.40 2.34 3.67
C 3.56 1.44 2.62
C 2.43 1.05 1.93
N 1.19 1.50 2.24
H -0.55 3.65 0.43
H -2.61 2.74 2.16
H -2.42 4.36 1.46
H -1.74 4.35 3.83
H -0.33 4.68 2.85
H -1.01 1.82 3.74
H -0.25 2.93 4.83
H 1.98 3.43 4.85
H 4.26 2.69 4.23
H 4.53 1.05 2.34
H 2.51 0.35 1.11
C -0.15 -2.04 2.90
C -0.43 -0.86 2.08
O -1.41 -0.10 2.30
H -0.99 -2.31 3.53
H 0.72 -1.81 3.52
H 0.16 -2.88 2.27
C 2.99 1.67 -2.61
Sb 1.49 2.39 -1.30
C -0.01 3.10 -2.65
C 2.30 4.20 -0.54
H 3.17 2.43 -3.37
H 2.66 0.75 -3.09
H 3.91 1.49 -2.06
H -0.13 4.18 -2.53
H -0.96 2.61 -2.47
H 0.30 2.90 -3.67
H 2.12 5.01 -1.24
H 3.38 4.08 -0.41
H 1.88 4.46 0.43
C 1.51 -5.77 -1.52
Si 1.33 -4.06 -2.23
C 0.25 -4.02 -3.76
C 2.97 -3.21 -2.51
C 0.41 -3.02 -0.88
Te -0.08 -1.08 -1.63
C -2.09 -1.48 -2.25
Si -3.39 -1.28 -0.89
C -5.10 -1.43 -1.59
C -3.06 -2.51 0.47
C -3.18 0.51 -0.25
H 2.05 -6.40 -2.23
H 0.55 -6.24 -1.34
H 2.08 -5.77 -0.59
H 0.75 -4.56 -4.57
H 0.06 -3.01 -4.14
H -0.71 -4.52 -3.60
H 3.47 -3.64 -3.38
H 3.64 -3.34 -1.65
H 2.87 -2.13 -2.70
H 1.01 -2.88 0.02
H -0.55 -3.46 -0.58
H -2.02 -2.50 -2.64
H -2.26 -0.83 -3.11
H -5.26 -2.41 -2.04
H -5.30 -0.68 -2.36
H -5.85 -1.31 -0.81
H -3.20 -3.52 0.09
H -3.76 -2.38 1.30
H -2.05 -2.47 0.88
H -3.87 1.17 -0.78
H -2.23 1.04 -0.51
H -3.40 0.63 0.82
*
```

C21H46AlNOP3S as an isolated structure at a distorted geometry, computed with wB97M-V/def2-TZVPD.

As for the total energy: -2621.40085 Ha. The HOMO energy is -14.185 eV. The value obtained for the LUMO energy is -9.88 eV.

```
! wB97M-V def2-TZVPD RIJCOSX def2/J DEFGRID3
* xyz 3 1
Al -1.41 -1.52 -0.39
P -1.52 1.31 0.45
P -3.73 -1.22 -0.41
P 4.67 2.36 -0.56
H -0.39 -3.06 -3.31
C 0.43 -3.07 -2.59
C 0.32 -3.47 -1.31
H -0.61 -3.84 -0.86
C -1.46 2.69 -0.77
C -2.88 1.95 1.55
C -0.05 1.78 1.45
C -4.12 -2.78 -1.23
C -4.67 -1.28 1.11
C -4.58 0.04 -1.39
C 6.20 1.64 -1.23
C 4.82 2.00 1.21
C 4.97 4.14 -0.71
H 1.39 -2.79 -3.04
H 1.23 -3.73 -0.77
H -1.84 3.63 -0.36
H -2.08 2.41 -1.63
H -0.45 2.85 -1.14
H -2.62 2.90 2.01
H -3.10 1.23 2.35
H -3.81 2.09 0.97
H -0.17 2.76 1.92
H 0.84 1.82 0.81
H 0.14 1.05 2.24
H -4.99 -3.20 -0.71
H -3.31 -3.52 -1.19
H -4.38 -2.62 -2.29
H -5.11 -0.30 1.33
H -4.10 -1.61 1.98
H -5.48 -1.99 0.92
H -5.42 -0.48 -1.86
H -3.96 0.49 -2.17
H -4.96 0.84 -0.75
H 6.96 2.43 -1.19
H 6.05 1.30 -2.27
H 6.48 0.79 -0.60
H 5.19 2.92 1.68
H 5.54 1.18 1.33
H 3.84 1.71 1.65
H 6.03 4.30 -0.96
H 4.73 4.60 0.26
H 4.32 4.54 -1.50
C 1.44 0.34 -2.55
C 0.81 1.24 -3.42
C -0.54 1.10 -3.72
C -1.32 0.10 -3.13
C -0.73 -0.71 -2.12
C 0.68 -0.56 -1.79
S 3.19 0.63 -2.49
H 3.14 1.04 -1.23
H 1.40 2.03 -3.88
H -1.00 1.79 -4.42
H -2.35 -0.12 -3.43
H -1.26 -1.75 -2.10
H 1.15 -1.06 -0.94
C 0.66 -1.71 4.46
N -0.26 -1.70 3.34
C -1.63 -1.22 3.55
C 0.19 -2.00 2.12
C 1.57 -2.48 1.90
O -0.64 -1.85 1.15
H 0.14 -1.37 5.36
H 1.53 -1.07 4.28
H 1.04 -2.72 4.64
H -1.81 -0.27 3.01
H -2.35 -1.97 3.21
H -1.75 -1.07 4.63
H 1.63 -2.83 0.87
H 2.34 -1.73 2.07
H 1.76 -3.35 2.56
*
```

C21H46AuIN4OSi4 as an isolated structure at a distorted geometry, computed with wB97M-V/def2-TZVPD.

As for the total energy: -2713.29854 Ha. The expectation value of S² is 2.012. The HOMO energy (spin up / spin down) is 2.682 / -0.048 eV. The value obtained for the LUMO energy (spin up / spin down) is 4.36 / 4.30 eV.

```
! wB97M-V def2-TZVPD RIJCOSX def2/J DEFGRID3
* xyz -2 3
C 1.35 4.25 -0.53
I -1.23 3.74 -2.58
H 2.14 4.64 0.11
H 0.38 4.69 -0.30
H 1.56 4.48 -1.58
C 0.07 -0.52 -4.37
C 1.24 0.16 -4.51
N 1.34 1.01 -3.42
C 0.27 0.88 -2.58
N -0.50 -0.07 -3.19
H -0.39 -1.27 -4.99
H 2.00 0.12 -5.27
C -3.11 2.92 2.24
C -1.37 2.57 0.81
N -2.73 2.50 0.97
H -1.82 3.64 3.89
N -0.92 3.04 2.01
H -4.14 2.93 2.55
Au -0.37 1.84 -0.86
C 1.32 2.72 -0.40
O 2.29 2.10 -0.06
C -1.97 3.26 2.89
C 0.48 3.18 2.41
H 0.52 3.24 3.50
H 0.91 4.09 1.98
H 1.03 2.30 2.08
C -3.65 1.88 0.02
H -4.61 2.39 0.09
H -3.77 0.82 0.25
H -3.25 2.01 -0.99
C -1.84 -0.45 -2.74
H -2.57 -0.25 -3.54
H -2.09 0.14 -1.85
H -1.84 -1.51 -2.49
C 2.41 1.99 -3.27
H 1.97 2.96 -3.05
H 2.95 2.05 -4.22
H 3.09 1.70 -2.47
C 3.18 0.39 1.92
Si 1.57 -0.59 1.97
C 2.32 -2.24 2.38
C 0.72 -0.17 3.58
Si 0.10 -0.63 0.10
Si 1.08 -2.41 -1.15
C 1.52 -4.04 -0.29
C 0.06 -3.28 -2.46
C 2.72 -1.83 -1.82
Si -1.80 -1.61 1.06
C -1.41 -3.22 1.92
C -2.62 -0.66 2.46
C -3.15 -2.08 -0.15
H 3.79 0.10 2.80
H 3.04 1.48 2.02
H 3.74 0.14 1.01
H 2.84 -2.17 3.35
H 1.55 -3.03 2.46
H 3.09 -2.45 1.62
H 0.15 0.77 3.53
H 0.05 -1.00 3.86
H 1.48 -0.09 4.38
H 0.63 -4.55 0.09
H 1.97 -4.71 -1.05
H 2.27 -3.98 0.50
H -0.23 -2.68 -3.32
H 0.65 -4.12 -2.89
H -0.85 -3.72 -2.00
H 3.38 -1.53 -0.98
H 2.60 -0.97 -2.49
H 3.20 -2.66 -2.38
H -0.67 -3.06 2.72
H -2.34 -3.61 2.38
H -1.07 -3.97 1.19
H -2.99 0.31 2.15
H -3.48 -1.25 2.82
H -1.95 -0.50 3.31
H -3.55 -1.20 -0.68
H -2.76 -2.81 -0.88
H -3.97 -2.56 0.41
*
```

C21H46BBr3CaN4O12S2 as an isolated structure at a distorted geometry, computed with wB97M-V/def2-TZVPD.

As for the total energy: -11169.74306 Ha. The HOMO energy is -5.179 eV. The value obtained for the LUMO energy is -2.93 eV.

```
! wB97M-V def2-TZVPD RIJCOSX def2/J DEFGRID3
* xyz 0 1
C -2.28 2.76 1.73
B -1.72 1.49 0.85
O -1.70 0.07 1.31
N -1.15 1.74 -0.56
C 0.35 1.98 -0.38
C 0.73 3.49 -0.89
C 1.58 4.24 0.30
Br -0.89 4.65 -1.30
H -3.26 2.53 2.36
H -1.49 3.19 2.51
H -2.55 3.62 0.97
H -2.07 -0.49 0.54
H 0.60 1.76 0.74
H 0.99 1.23 -1.03
H 1.30 3.38 -1.91
H 1.28 5.39 0.41
H 2.74 4.24 0.04
H 1.44 3.68 1.33
C -4.87 -2.59 -1.48
S -3.66 -2.56 -0.14
O -2.60 -1.57 -0.52
C -2.99 -4.21 -0.44
H -5.39 -1.63 -1.50
H -4.37 -2.76 -2.43
H -5.60 -3.39 -1.29
H -2.61 -4.28 -1.46
H -3.78 -4.96 -0.29
H -2.18 -4.39 0.27
C 2.22 -4.59 0.05
C 1.71 -4.55 -1.39
O 1.25 -5.87 -1.67
S 0.68 -6.53 -0.29
O -0.76 -6.37 -0.28
O 1.33 -7.80 -0.09
O 1.31 -5.45 0.75
H 3.22 -5.04 0.10
H 2.24 -3.60 0.51
H 2.48 -4.25 -2.10
H 0.85 -3.87 -1.48
C 6.58 -3.80 2.27
C 5.15 -3.42 2.50
O 4.33 -3.14 1.65
N 4.60 -3.38 3.81
C 5.01 -2.18 4.58
H 6.72 -4.07 1.23
H 7.22 -2.95 2.51
H 6.84 -4.65 2.90
H 4.88 -4.22 4.31
H 3.59 -3.35 3.63
H 6.10 -2.15 4.63
H 4.59 -2.28 5.58
H 4.61 -1.29 4.08
Ca 2.73 -1.52 3.94
C 0.18 7.47 -3.03
C -0.46 8.54 -2.42
C -0.39 9.82 -2.98
C 0.32 10.00 -4.18
C 0.97 8.93 -4.79
C 0.90 7.66 -4.22
N 0.38 11.33 -4.79
O -0.19 12.27 -4.20
O 0.99 11.45 -5.86
H 0.12 6.48 -2.59
H -1.02 8.39 -1.49
H -0.89 10.65 -2.49
H 1.53 9.05 -5.72
H 1.39 6.81 -4.69
Br 8.39 -3.61 3.89
C -5.14 -0.06 -4.72
C -6.48 -0.74 -4.90
O -6.79 -1.57 -4.00
O -7.11 -0.40 -5.94
H -4.64 -0.40 -3.80
H -4.49 -0.28 -5.57
H -5.28 1.02 -4.65
N 9.48 -0.29 5.22
H 9.57 -1.24 4.83
H 9.48 0.39 4.45
H 8.60 -0.21 5.74
H 10.27 -0.10 5.85
C -7.06 -3.42 2.10
C -6.64 -4.87 2.25
O -5.30 -5.04 1.81
H -6.97 -3.10 1.06
H -8.09 -3.28 2.44
H -6.40 -2.77 2.69
H -7.28 -5.52 1.65
H -6.71 -5.19 3.30
H -4.74 -4.46 2.36
Br -5.78 -0.04 -2.10
*
```

A 6-piece molecular cluster, C21H46F5N8O5 overall at a distorted geometry, computed with wB97M-V/def2-TZVPD.

As for the total energy: -2141.04692 Ha. The HOMO energy is -11.151 eV. The value obtained for the LUMO energy is -2.60 eV.

```
! wB97M-V def2-TZVPD RIJCOSX def2/J DEFGRID3
* xyz 1 1
N 3.70 1.34 -0.22
C 2.20 1.40 0.01
C 1.80 2.93 0.49
N 0.40 2.78 1.13
C -0.59 2.26 0.11
C -1.63 1.11 0.74
F -1.85 1.30 2.22
F -1.16 -0.28 0.50
C -3.16 1.24 0.08
F -3.23 0.81 -1.33
F -3.76 2.58 0.28
F -4.02 0.26 0.85
C 0.08 1.76 -1.30
N 1.36 0.97 -1.17
H 4.02 0.40 -0.55
H 4.24 1.54 0.65
H 1.93 0.67 0.91
H 1.83 3.73 -0.36
H 2.62 3.24 1.29
H 0.12 3.71 1.57
H 0.56 2.13 1.96
H -1.30 3.18 -0.16
H -0.72 1.02 -1.80
H 0.15 2.67 -2.06
H 1.93 1.23 -2.02
C 5.26 -2.42 -2.68
C 4.83 -2.34 -1.24
O 5.11 -1.37 -0.53
N 4.12 -3.38 -0.72
C 3.70 -4.59 -1.38
H 5.82 -1.52 -2.94
H 5.91 -3.28 -2.82
H 4.39 -2.48 -3.33
H 3.87 -3.25 0.25
H 2.61 -4.65 -1.34
H 4.13 -5.44 -0.84
H 4.02 -4.63 -2.43
C 4.36 -5.13 -7.32
C 3.93 -5.06 -5.88
O 4.21 -4.09 -5.17
N 3.22 -6.10 -5.37
C 2.80 -7.31 -6.03
H 4.92 -4.23 -7.59
H 5.01 -6.00 -7.47
H 3.49 -5.20 -7.97
H 2.97 -5.97 -4.39
H 1.71 -7.36 -5.98
H 3.23 -8.16 -5.49
H 3.12 -7.35 -7.07
C -0.77 5.34 5.33
C -0.91 4.00 4.67
O -0.33 3.73 3.62
N -1.72 3.08 5.26
C -2.49 3.21 6.48
H -0.09 5.97 4.75
H -1.74 5.84 5.39
H -0.34 5.22 6.33
H -1.77 2.20 4.75
H -2.15 2.43 7.17
H -3.54 3.04 6.24
H -2.37 4.18 6.94
C -3.95 1.76 -5.53
C -4.22 3.24 -5.49
O -3.96 3.98 -6.43
N -4.76 3.76 -4.35
C -5.12 3.06 -3.14
H -3.52 1.50 -6.51
H -3.23 1.49 -4.75
H -4.88 1.21 -5.41
H -4.91 4.76 -4.39
H -6.19 3.22 -2.96
H -4.55 3.50 -2.31
H -4.92 1.99 -3.19
C -1.71 -0.34 5.78
C -2.14 -0.26 7.21
O -1.87 0.71 7.92
N -2.85 -1.30 7.73
C -3.27 -2.51 7.07
H -1.15 0.56 5.51
H -1.06 -1.21 5.63
H -2.59 -0.41 5.13
H -3.10 -1.17 8.70
H -4.36 -2.57 7.12
H -2.84 -3.36 7.61
H -2.95 -2.55 6.03
*
```